Entry 1:
9
Properties=species:S:1:pos:R:3:lowdin_charge:R:1 method="wB97M-V/def2-TZVPD" homo_ev=-9.3 relative_energy_ev=0.8028 smiles=IC1CC1 total_energy_ha=-414.94490
C 0.384 0.259 -0.820 -0.197
C -0.845 -0.220 -0.107 -0.222
C 0.444 -0.068 0.627 -0.772
I 0.688 1.312 2.266 0.721
H 0.696 -0.544 -1.436 0.083
H 0.596 1.232 -1.237 0.102
H -1.759 0.405 0.045 0.115
H -0.988 -1.295 -0.214 0.098
H 0.783 -1.082 0.877 0.072

Entry 2:
9
Properties=species:S:1:pos:R:3:lowdin_charge:R:1 method="wB97M-V/def2-TZVPD" homo_ev=-8.2 relative_energy_ev=1.7367 total_energy_ha=-565.32926
N -0.674 0.749 -0.460 -0.107
N 1.091 -0.972 1.132 -0.548
N -1.829 0.559 -0.760 -0.054
S 1.807 -1.198 -0.323 0.568
H 0.051 1.299 -1.161 0.117
H 2.574 -2.224 0.085 -0.159
H 1.600 -0.338 1.840 0.056
H 0.090 -0.561 1.022 0.018
H -2.284 0.937 -1.735 0.109